Below is a structure of composition C35H27CrF5N5O3, with properties calculated with the ωB97M-V functional and the def2-TZVPD basis.

relative energy (zero: lowest compared OMol25 entry of this formula, charge and spin): 0.0 kJ/mol
HOMO energy (alpha / beta): -7.79 / -8.00 eV
electronic energy: -92337.9001 eV
frontier orbital gap (alpha / beta): 7.785 / 7.492 eV
LUMO level (alpha / beta): -0.0001 / -0.0188 Ha

Geometry as ORCA input:
```
! wB97M-V def2-TZVPD RIJCOSX def2/J DEFGRID3
* xyz 0 4
Cr 0.4093 -0.1578 -1.9413
O 1.6185 -1.5914 -1.4112
C 2.7917 -1.5455 -0.8711
C 3.3885 -2.7540 -0.4341
C 4.6277 -2.7632 0.1494
C 5.3650 -1.5768 0.3455
C 4.8099 -0.3962 -0.0630
C 3.5289 -0.3457 -0.6573
C 3.0184 0.9410 -1.0261
N 1.8334 1.1832 -1.4583
C 1.4228 2.5453 -1.8223
C -0.0388 2.6960 -1.4234
N -0.7575 1.4854 -1.8572
C -2.0278 1.5330 -2.0115
C -2.8796 0.4397 -2.3839
C -4.2458 0.7207 -2.5862
C -5.1269 -0.2495 -2.9821
C -4.6337 -1.5503 -3.1923
C -3.3096 -1.8576 -3.0046
C -2.3846 -0.8761 -2.5859
O -1.1497 -1.2330 -2.3828
H 2.8265 -3.6678 -0.5877
H 5.0520 -3.7092 0.4668
H 6.3451 -1.6029 0.8024
H 5.3515 0.5352 0.0728
H 3.6947 1.7882 -0.8911
H 1.5296 2.6697 -2.9017
H 2.0410 3.2911 -1.3205
H -0.4786 3.5919 -1.8629
H -0.1058 2.7791 -0.3351
H -2.5236 2.4944 -1.8588
H -4.5927 1.7374 -2.4243
H -6.1726 -0.0212 -3.1358
H -5.3134 -2.3320 -3.5115
H -2.9311 -2.8587 -3.1727
F 3.2060 -0.8564 -3.6030
C 2.2485 -0.3875 -4.4368
C 1.0045 -0.0002 -3.9653
C 0.1850 0.5149 -4.9591
F -1.0807 0.9242 -4.6986
C 0.5356 0.6352 -6.2918
F -0.3245 1.1383 -7.1871
C 1.7830 0.2167 -6.7010
F 2.1461 0.3109 -7.9827
C 2.6477 -0.2991 -5.7601
F 3.8686 -0.7007 -6.1370
C -4.5223 1.5160 5.0270
C -3.0912 1.0551 5.1441
C -2.0676 1.6703 4.4349
C -0.7496 1.2387 4.5229
C -0.4315 0.1511 5.3238
N 0.8822 -0.3657 5.4610
C 1.9991 -0.1816 4.6749
O 3.1183 -0.2035 5.1443
N 1.7977 0.0304 3.3200
C 0.8272 -0.5378 2.4680
C 0.0089 -1.6116 2.7900
C -0.8802 -2.0777 1.8381
C -0.9170 -1.4965 0.5831
N -0.1244 -0.4701 0.2729
C 0.7072 0.0016 1.1984
C -1.4431 -0.4690 6.0511
C -2.7481 -0.0160 5.9664
H -4.5887 2.4631 4.4913
H -4.9752 1.6529 6.0105
H -5.1295 0.7860 4.4868
H -2.2977 2.5178 3.7978
H 0.0236 1.7560 3.9713
H 1.1373 -0.6832 6.3826
H 2.6628 0.2981 2.8744
H 0.0744 -2.0838 3.7604
H -1.5304 -2.9136 2.0585
H -1.5610 -1.8644 -0.2027
H 1.3379 0.8352 0.9069
H -1.2030 -1.3199 6.6801
H -3.5189 -0.5162 6.5434
*
```

Atom charges from the Mulliken analysis, given in e for atoms 1 to 6: number 1, Cr, carries -0.602; number 2, O, carries -0.455; number 3, C, carries 0.652; number 4, C, carries -0.715; number 5, C, carries -0.534; number 6, C, carries -0.808